# 1
{"formula": "C8H12F3NOS2", "method": "wB97M-V/def2-TZVPD", "orbital_gap_ev": [7.158, 5.613], "multiplicity": 1, "total_charge": 0, "e_tot_ev": -41846.641, "e_above_lowest_ev": 2.628, "elements": ["C", "C", "C", "C", "C", "C", "C", "C", "N", "O", "F", "F", "F", "S", "S", "H", "H", "H", "H", "H", "H", "H", "H", "H", "H", "H", "H"], "positions_angstrom": [[0.656, -0.177, -1.609], [-1.338, -0.868, -0.250], [0.891, -1.654, -1.865], [-0.929, -2.382, -0.485], [-0.963, 1.447, 1.603], [1.273, 2.965, 1.597], [-0.001, 1.076, 0.494], [2.115, 0.000, 2.250], [-0.251, 0.124, -0.454], [-0.332, -2.430, -1.793], [2.534, -0.126, 0.935], [2.991, -0.602, 2.963], [0.955, -0.703, 2.313], [-0.317, 2.846, 2.456], [0.943, 2.401, -0.047], [1.605, 0.427, -1.363], [0.072, 0.315, -2.409], [-2.127, -0.627, -0.918], [-1.836, -0.938, 0.684], [1.377, -1.732, -2.855], [1.640, -2.189, -1.125], [-0.073, -2.643, 0.174], [-1.743, -3.077, -0.395], [-1.880, 1.836, 1.175], [-1.177, 0.605, 2.221], [1.737, 3.840, 1.560], [1.893, 0.986, 2.430]]}

# 2
{"formula": "C8H12F5FeN9O2", "method": "wB97M-V/def2-TZVPD", "orbital_gap_ev": [8.254, 6.632], "multiplicity": 6, "total_charge": -1, "e_tot_ev": -73971.290, "e_above_lowest_ev": 0.000, "s_squared": 8.763, "elements": ["Fe", "N", "C", "N", "N", "N", "N", "C", "N", "N", "N", "N", "H", "C", "C", "C", "C", "O", "H", "H", "H", "H", "H", "H", "H", "H", "H", "F", "C", "F", "C", "F", "F", "F", "O", "H", "H"], "positions_angstrom": [[-7.912, -7.897, 5.734], [-11.518, -8.068, 5.266], [-10.744, -8.941, 4.546], [-11.254, -9.841, 3.715], [-10.185, -10.482, 3.226], [-9.093, -10.022, 3.689], [-9.385, -8.994, 4.541], [-11.046, -7.251, 6.248], [-11.817, -6.476, 7.011], [-10.970, -5.836, 7.806], [-9.762, -6.150, 7.555], [-9.740, -7.062, 6.548], [-12.521, -8.197, 5.208], [-6.806, -9.739, 9.126], [-7.561, -10.175, 7.873], [-7.066, -11.549, 7.412], [-9.097, -10.207, 8.158], [-7.196, -9.208, 6.792], [-6.949, -10.406, 10.001], [-7.131, -8.710, 9.377], [-5.719, -9.668, 8.857], [-7.308, -12.361, 8.123], [-5.967, -11.449, 7.278], [-7.518, -11.739, 6.420], [-9.377, -10.950, 8.938], [-9.586, -10.464, 7.188], [-9.397, -9.188, 8.443], [-6.635, -6.801, 3.900], [-7.833, -6.061, 3.992], [-7.468, -4.780, 4.349], [-8.509, -6.039, 2.640], [-9.874, -5.890, 2.781], [-8.057, -5.009, 1.835], [-8.262, -7.223, 2.020], [-7.138, -5.947, 6.959], [-7.979, -5.754, 7.434], [-6.878, -5.113, 6.543]]}

# 3
{"formula": "C8H12F5N2", "method": "wB97M-V/def2-TZVPD", "orbital_gap_ev": [9.282, 6.386], "multiplicity": 1, "total_charge": 1, "e_tot_ev": -25047.183, "e_above_lowest_ev": 0.202, "elements": ["C", "C", "C", "C", "C", "C", "C", "C", "N", "N", "F", "F", "F", "F", "F", "H", "H", "H", "H", "H", "H", "H", "H", "H", "H", "H", "H"], "positions_angstrom": [[0.895, 1.562, 0.759], [-0.588, 0.698, 2.388], [1.408, -0.465, 1.765], [0.323, 0.610, -0.402], [-1.462, -0.004, 1.190], [0.418, -1.376, 0.912], [-0.517, 0.414, -2.926], [-0.412, -1.131, -3.121], [0.744, 0.774, 1.984], [-0.425, -0.435, 0.298], [-1.804, 0.825, -2.600], [0.072, 1.198, -3.757], [-1.538, -1.760, -2.816], [0.560, -1.637, -2.313], [-0.087, -1.326, -4.375], [1.881, 1.828, 0.336], [0.219, 2.441, 0.805], [-1.026, 1.648, 2.617], [-0.607, 0.108, 3.283], [1.599, -0.888, 2.686], [2.423, -0.342, 1.226], [-0.246, 1.178, -1.231], [1.234, 0.112, -0.848], [-2.112, -0.780, 1.628], [-1.986, 0.839, 0.694], [1.148, -1.956, 0.246], [-0.113, -2.134, 1.572]]}

# 4
{"formula": "C8H12FeO8", "method": "wB97M-V/def2-TZVPD", "orbital_gap_ev": [8.731, 7.446], "multiplicity": 6, "total_charge": -1, "e_tot_ev": -59261.877, "s_squared": 8.758, "elements": ["Fe", "C", "C", "O", "O", "H", "H", "H", "C", "C", "O", "O", "H", "H", "H", "C", "C", "O", "O", "H", "H", "H", "C", "C", "O", "O", "H", "H", "H"], "positions_angstrom": [[-18.554, 34.169, -3.988], [-17.930, 30.776, -1.639], [-18.064, 31.914, -2.627], [-19.060, 32.081, -3.331], [-17.264, 32.828, -2.677], [-16.958, 30.640, -1.163], [-18.270, 29.900, -2.192], [-18.671, 30.843, -0.843], [-21.773, 36.246, -5.825], [-20.650, 35.468, -5.116], [-19.586, 36.045, -4.929], [-20.627, 34.233, -4.846], [-21.524, 37.277, -6.076], [-22.658, 36.507, -5.245], [-22.154, 35.737, -6.710], [-15.538, 34.605, -6.684], [-16.675, 34.453, -5.720], [-17.718, 33.874, -5.982], [-16.512, 34.918, -4.557], [-14.624, 34.983, -6.226], [-15.787, 35.449, -7.326], [-15.313, 33.710, -7.265], [-18.556, 34.384, 0.112], [-19.308, 35.193, -0.918], [-20.168, 35.958, -0.420], [-18.976, 35.043, -2.121], [-18.633, 34.711, 1.149], [-17.507, 34.263, -0.156], [-18.985, 33.387, 0.213]]}

# 5
{"formula": "C8H12N2", "method": "wB97M-V/def2-TZVPD", "orbital_gap_ev": 10.027, "multiplicity": 1, "total_charge": 0, "smiles": "CC1=N[C@@H](C#N)CC[C@H]1C", "e_tot_ev": -11468.734, "e_above_lowest_ev": 2.504, "elements": ["C", "C", "N", "C", "C", "N", "C", "C", "C", "C", "H", "H", "H", "H", "H", "H", "H", "H", "H", "H", "H", "H"], "positions_angstrom": [[-0.900, -2.375, 0.287], [-0.150, -1.128, 0.221], [1.088, -1.207, 0.366], [1.864, 0.094, 0.531], [2.943, 0.081, -0.423], [3.627, 0.198, -1.321], [1.060, 1.375, 0.286], [-0.347, 1.324, 0.845], [-1.141, 0.267, 0.094], [-1.507, 0.576, -1.299], [-0.650, -2.949, -0.578], [-2.002, -2.164, 0.152], [-0.673, -2.981, 1.116], [1.990, 0.051, 1.590], [0.843, 1.546, -0.852], [1.785, 2.196, 0.767], [-0.281, 1.063, 1.903], [-0.786, 2.326, 0.585], [-1.949, -0.118, 0.736], [-0.690, 0.801, -1.878], [-2.182, 1.435, -1.341], [-1.943, -0.408, -1.785]]}

# 6
{"formula": "C8H12N2", "method": "wB97M-V/def2-TZVPD", "orbital_gap_ev": 9.141, "multiplicity": 1, "total_charge": 0, "e_tot_ev": -11464.559, "e_above_lowest_ev": 6.679, "elements": ["C", "C", "C", "C", "C", "C", "C", "C", "H", "H", "H", "H", "H", "H", "H", "H", "H", "H", "H", "H", "N", "N"], "positions_angstrom": [[-1.758, 2.335, 0.628], [-2.044, 0.883, 0.409], [-0.844, 0.183, 0.121], [-0.424, -0.448, -1.009], [0.935, -1.043, -1.052], [1.285, -1.230, -2.738], [1.726, -0.899, 0.096], [0.971, -0.718, 1.280], [-2.710, 3.354, 0.354], [-0.511, 2.573, 0.145], [-1.666, 2.471, 1.763], [-2.434, 0.366, 1.559], [-2.780, 0.894, -0.487], [-0.926, -0.459, -1.951], [0.444, -1.637, -3.463], [2.017, -2.217, -2.662], [1.723, -0.255, -3.128], [2.991, -0.874, 0.049], [1.774, -2.039, 2.948], [0.869, -0.312, 3.295], [1.510, -0.905, 2.554], [-0.151, -0.023, 1.292]]}

# 7
{"formula": "C8H12N2", "method": "wB97M-V/def2-TZVPD", "orbital_gap_ev": [7.833, 8.834], "multiplicity": 1, "total_charge": 0, "e_tot_ev": -11466.242, "e_above_lowest_ev": 4.996, "elements": ["C", "C", "C", "C", "C", "C", "C", "C", "N", "N", "H", "H", "H", "H", "H", "H", "H", "H", "H", "H", "H", "H"], "positions_angstrom": [[1.465, -1.543, 0.893], [-0.891, 0.908, -0.690], [-0.317, 1.090, 1.857], [0.019, 1.420, 0.418], [0.279, -1.143, 0.237], [0.416, 0.227, -0.392], [-0.606, -2.284, -0.192], [1.571, 0.319, -1.321], [2.411, -2.023, 1.386], [-0.964, -0.151, 1.960], [-1.795, 0.361, -0.514], [-0.963, 1.455, -1.606], [0.692, 1.336, 2.456], [-1.018, 1.927, 2.202], [0.425, 2.358, 0.225], [-0.795, -2.823, 0.693], [-0.073, -2.931, -0.841], [-1.617, -1.971, -0.565], [2.356, -0.063, -0.774], [1.480, 1.349, -1.623], [1.430, -0.143, -2.332], [-0.808, -0.439, 2.950]]}

# 8
{"formula": "C8H12N2", "method": "wB97M-V/def2-TZVPD", "orbital_gap_ev": 8.782, "multiplicity": 1, "total_charge": 0, "e_tot_ev": -11465.627, "e_above_lowest_ev": 5.611, "elements": ["C", "C", "C", "C", "C", "C", "C", "C", "N", "N", "H", "H", "H", "H", "H", "H", "H", "H", "H", "H", "H", "H"], "positions_angstrom": [[2.187, 0.355, 1.648], [-1.429, 0.252, 0.272], [-0.101, -0.010, -1.619], [0.763, 0.764, 1.384], [1.703, 0.617, 0.226], [-0.146, -0.322, 0.764], [-1.565, -0.246, -1.213], [0.807, -0.389, -0.474], [-1.802, -1.900, -1.165], [-0.844, -2.592, -1.188], [2.939, 1.135, 2.071], [2.551, -0.651, 2.019], [-2.390, -0.129, 0.846], [-1.557, 1.347, 0.391], [0.179, -0.722, -2.487], [0.063, 1.019, -1.980], [0.220, 1.588, 1.969], [2.188, 1.528, -0.303], [-0.244, -1.213, 1.390], [-2.308, 0.201, -1.893], [-2.836, -2.200, -1.079], [1.253, -1.433, -0.567]]}

# 9
{"formula": "C8H12N2O", "method": "wB97M-V/def2-TZVPD", "orbital_gap_ev": 9.521, "multiplicity": 1, "total_charge": 0, "smiles": "CNC(C)=O.c1ccncc1", "e_tot_ev": -13515.632, "e_above_lowest_ev": 2.782, "elements": ["C", "N", "C", "C", "O", "H", "H", "H", "H", "H", "H", "H", "C", "C", "C", "N", "C", "C", "H", "H", "H", "H", "H"], "positions_angstrom": [[0.743, 0.001, -2.711], [0.773, -0.592, -1.393], [-0.125, -1.587, -1.062], [0.071, -2.306, 0.253], [-1.040, -1.901, -1.820], [-0.231, -0.265, -3.107], [0.772, 1.141, -2.767], [1.535, -0.388, -3.382], [1.692, -0.549, -0.922], [0.809, -1.752, 0.826], [0.429, -3.329, 0.075], [-0.875, -2.412, 0.772], [-0.924, 2.237, 1.834], [-1.221, 1.666, 0.649], [-0.390, 0.664, 0.143], [0.669, 0.179, 0.699], [0.941, 0.653, 1.877], [0.195, 1.627, 2.526], [-1.448, 3.019, 2.195], [-2.071, 1.897, -0.030], [-0.825, 0.392, -0.857], [1.938, 0.515, 2.253], [0.757, 2.102, 3.305]]}

# 10
{"formula": "C8H12N2O2", "method": "wB97M-V/def2-TZVPD", "orbital_gap_ev": 9.581, "multiplicity": 1, "total_charge": 0, "smiles": "CC(C)(C)C(=O)/C=C(/N)OC#N", "e_tot_ev": -15563.013, "e_above_lowest_ev": 3.896, "elements": ["C", "C", "C", "C", "C", "O", "C", "C", "N", "O", "C", "N", "H", "H", "H", "H", "H", "H", "H", "H", "H", "H", "H", "H"], "positions_angstrom": [[-2.075, 1.847, 0.392], [-1.548, 0.456, 0.060], [-1.719, -0.553, 1.190], [-2.160, 0.065, -1.243], [0.032, 0.546, -0.082], [0.548, 1.619, -0.178], [0.842, -0.690, -0.219], [2.250, -0.654, -0.253], [3.003, -1.757, -0.389], [3.130, 0.500, -0.176], [4.269, 0.522, 0.386], [5.321, 0.447, 0.807], [-3.156, 1.898, 0.503], [-1.822, 2.577, -0.455], [-1.545, 2.091, 1.345], [-2.682, -0.515, 1.859], [-1.714, -1.639, 0.798], [-0.819, -0.600, 1.799], [-3.226, -0.068, -0.950], [-2.137, 0.825, -2.053], [-1.873, -0.908, -1.559], [0.529, -1.684, -0.229], [2.581, -2.536, -0.860], [3.972, -1.790, -0.493]]}